Entry 1:
Entry from OMol25: C4HBrN2O2S2 as an isolated structure in a non-equilibrium geometry (wB97M-V/def2-TZVPD).

Each line ends with the natural charge from an NBO analysis.
Geometry (Å):
Br 2.576 -1.316 0.039  0.013
S -0.302 -3.273 -0.015  -0.468
S -2.543 1.429 0.353  -0.396
O 1.155 2.737 -0.964  -0.728
O 2.056 1.893 0.914  -0.733
N -1.375 0.448 -0.260  -0.371
N -1.442 -0.888 -0.025  -0.355
C 0.784 -0.661 0.010  -0.256
C -0.298 -1.593 0.017  0.019
C 0.459 0.636 -0.053  0.162
C 1.282 1.916 -0.058  0.705
H -2.351 -1.327 0.043  0.409

Results
**Net charge**: -2
**E_HOMO**: 0.0072 hartree
**Gap between HOMO and LUMO**: 5.0 eV
**DFT total energy**: -102950.445 eV
**2S+1**: 1
**Energy relative to the best compared isomer or geometry (same formula, charge and spin)**: 1.4667 eV

***

Entry 2:
Entry from OMol25: a 2-piece molecular cluster, C4H8NO3 overall in a non-equilibrium geometry (wB97M-V/def2-TZVPD).

Each line ends with the natural charge from an NBO analysis.
Geometry (Å):
O 1.083 -1.804 -1.025  -0.790
O 0.141 0.156 -1.410  -0.806
O -0.886 0.342 3.767  -0.660
N -0.066 -0.514 1.838  -0.837
C 0.645 -0.906 -1.749  0.782
C -0.524 1.866 2.032  -0.717
C 0.462 -1.117 -3.338  -0.761
C -0.491 0.520 2.639  0.665
H 1.417 -0.748 -3.878  0.194
H -0.155 -1.524 1.851  0.411
H 0.266 -2.161 -3.522  0.191
H -0.458 -0.498 -3.532  0.211
H -1.568 2.141 1.827  0.231
H -0.081 1.913 0.996  0.239
H 0.176 -0.210 0.901  0.427
H 0.040 2.546 2.605  0.220

Results
**Net charge**: -1
**E_HOMO**: -0.1646 hartree
**Gap between HOMO and LUMO**: 8.4 eV
**DFT total energy**: -11912.443 eV
**2S+1**: 1
**Energy relative to the best compared isomer or geometry (same formula, charge and spin)**: 0.8507 eV